1.
Formula: C19H29N3O6
Source: OMol25
Level of theory: the ωB97M-V functional and the def2-TZVPD basis

Last column: Löwdin charge in e.
Atoms and positions in Å:
C: -4.8878 2.6444 -3.7509  0.018
N: -4.7492 1.5289 -2.7837  -0.266
C: -6.0255 1.3663 -2.0616  0.003
C: -4.3647 0.2886 -3.4966  -0.059
C: -2.9384 -0.0549 -3.0825  -0.324
O: -2.9667 -1.1086 -2.1182  -0.023
C: -2.4180 1.2181 -2.4468  -0.069
C: -3.6628 1.8132 -1.7872  -0.171
C: -3.4761 3.2826 -1.3046  -0.674
O: -4.5230 3.8900 -0.9600  -0.053
O: -2.3416 3.8105 -1.3977  -0.016
H: -5.2326 3.5531 -3.2420  0.114
H: -5.6084 2.3965 -4.5361  0.110
H: -3.9250 2.8693 -4.2218  0.123
H: -5.9617 0.5374 -1.3499  0.114
H: -6.8463 1.1638 -2.7562  0.111
H: -6.2609 2.2800 -1.5013  0.110
H: -5.0296 -0.5443 -3.2469  0.143
H: -4.4079 0.4382 -4.5799  0.138
H: -2.3338 -0.3550 -3.9449  0.155
H: -3.2796 -0.7780 -1.2583  0.096
H: -2.0234 1.8966 -3.2096  0.132
H: -1.6252 1.0235 -1.7214  0.117
H: -3.8630 1.2403 -0.8788  0.149
C: 6.2017 0.2153 2.5463  -0.062
N: 4.9954 -0.1188 3.3049  0.034
C: 3.9432 -0.8331 2.8905  -0.460
O: 3.0218 -1.0194 3.6740  0.056
C: 3.9467 -1.4333 1.4616  -0.202
C: 2.5919 -1.9497 0.9479  -0.102
C: 1.4579 -0.9439 1.0160  -0.229
C: 1.4064 0.1431 0.1191  -0.023
C: 0.3423 1.0645 0.1935  -0.010
C: -0.6718 0.8942 1.1592  -0.322
O: -1.7163 1.7583 1.2073  0.047
C: -0.6127 -0.1851 2.0639  -0.005
C: 0.4511 -1.1014 1.9875  -0.029
N: 4.9895 -2.4466 1.2209  0.107
C: 5.3348 -3.5134 1.9431  -0.547
C: 4.6458 -3.8460 3.2513  0.021
O: 6.2341 -4.2343 1.5425  0.033
H: 6.7792 -0.6881 2.3399  0.080
H: 5.9381 0.7005 1.6051  0.082
H: 6.8229 0.8998 3.1261  0.087
H: 4.9184 0.2317 4.2481  0.145
H: 4.1874 -0.5917 0.8141  0.137
H: 2.3077 -2.8384 1.5097  0.110
H: 2.7078 -2.2534 -0.0934  0.124
H: 2.1776 0.2711 -0.6269  0.108
H: 0.2871 1.9076 -0.4816  0.114
H: -2.0336 1.8996 2.0999  0.110
H: -1.3827 -0.3114 2.8087  0.107
H: 0.5071 -1.9208 2.6917  0.111
H: 5.5127 -2.3589 0.3647  0.152
H: 4.9675 -3.1461 4.0191  0.086
H: 3.5668 -3.7965 3.1338  0.073
H: 4.9252 -4.8558 3.5484  0.088

Cartesian forces (eV/Å) of the 6 atoms listed first:
C -0.09 1.16 -0.57
N -0.89 0.73 0.36
C -1.25 0.07 0.55
C 0.37 -1.02 -1.04
C 0.07 -0.08 0.90
O 0.06 -0.32 -0.16

Orbital gap   8.4 eV
DFT total energy   -1357.08863 hartree
Energy relative to the best compared isomer or geometry (same formula, charge and spin)   3.833 eV
SMILES   C[N+]1(C)C[C@H](O)C[C@H]1C(=O)[O-].CNC(=O)[C@H](Cc1ccc(O)cc1)NC(C)=O
Spin multiplicity   1

***

2.
Formula: C10H15BBrN3O4
Source: OMol25
Level of theory: the ωB97M-V functional and the def2-TZVPD basis

Last column: Löwdin charge in e.
Atoms and positions in Å:
H: -2.1385 2.7907 -3.0273  0.056
N: -1.2711 2.4632 -2.6031  0.111
C: -1.5438 1.8310 -1.5513  -0.263
C: -0.4774 1.1967 -0.6649  -0.079
C: -0.1366 -0.2285 -1.1956  -0.345
C: -1.2926 -0.7280 -1.9880  -0.082
C: -2.2495 -1.2328 -2.4955  0.175
C: -0.0112 -1.2909 -0.0671  -0.427
O: -0.2242 -1.2209 1.0914  0.177
O: 0.4385 -2.3974 -0.7332  0.047
C: 1.1127 -2.0166 -1.9497  -0.146
C: 1.2519 -0.4807 -1.8082  -0.635
Br: 1.6692 0.4999 -3.4375  0.846
B: 2.4612 -0.2361 -0.7659  -0.543
C: 3.8490 -0.9894 -0.9236  -0.002
O: 2.3168 0.6630 0.2773  0.137
H: -2.5824 1.6789 -1.2311  0.119
H: -0.9164 1.1011 0.3337  0.102
H: 0.3969 1.8381 -0.5674  0.120
H: -3.0651 -1.8788 -2.7088  0.046
H: 0.5602 -2.3341 -2.8394  0.131
H: 2.0501 -2.5745 -1.9957  0.126
H: 3.8244 -1.9873 -0.4648  0.079
H: 4.1594 -1.0733 -1.9698  0.069
H: 4.6214 -0.4298 -0.3862  0.071
H: 2.4481 0.2169 1.1214  0.126
N: -2.4547 0.1147 4.7952  0.145
C: -2.0286 1.3123 4.2900  -0.690
N: -1.2597 1.2184 3.1641  0.154
O: -2.3133 2.3785 4.8045  0.023
H: -2.2314 -0.7726 4.3865  0.091
H: -3.0217 0.1430 5.6215  0.100
H: -0.9282 2.0765 2.7648  0.099
H: -1.0134 0.3488 2.7240  0.061

Cartesian forces (eV/Å) of the 6 atoms listed first:
H 0.10 0.01 -0.16
N 0.14 0.33 -0.13
C 0.01 -0.07 0.52
C -0.46 -0.03 -0.27
C -0.68 1.25 0.78
C 0.80 0.13 0.13

Orbital gap   9.9 eV
DFT total energy   -3454.14460 hartree
SMILES   [H]/N=C/C[C@]1(C#C)C(=O)OC[C@]1(Br)B(C)O.NC(N)=O
Spin multiplicity   1